Record 1
Here is a 2-piece molecular cluster, C23H28N4O4 overall from the OMol25 dataset. Energies are from wB97M-V/def2-TZVPD.

XYZ file:
```
59
C23H28N4O4 wB97M-V/def2-TZVPD
C 0.267 -3.454 -0.866
N 1.487 -2.650 -0.752
C 1.673 -1.276 -0.827
C 0.624 -0.283 -1.019
C -0.752 -0.680 -0.924
C -1.735 -0.052 -1.621
C -3.090 -0.518 -1.686
C -3.903 -0.170 -2.777
C -5.177 -0.672 -2.891
C -5.684 -1.517 -1.918
C -4.900 -1.873 -0.835
C -3.618 -1.392 -0.720
O 0.897 0.888 -1.325
N 3.041 -1.050 -0.846
C 3.801 0.253 -0.873
C 5.311 0.008 -0.740
C 3.335 1.111 0.307
C 3.553 0.963 -2.208
C 3.673 -2.282 -0.789
C 2.729 -3.253 -0.729
H 0.521 -4.480 -1.127
H -0.269 -3.473 0.081
H -0.377 -3.063 -1.651
H -0.999 -1.549 -0.350
H -1.452 0.769 -2.254
H -3.494 0.455 -3.554
H -5.779 -0.418 -3.746
H -6.685 -1.908 -2.011
H -5.298 -2.529 -0.078
H -3.022 -1.657 0.136
H 5.690 -0.568 -1.582
H 5.853 0.952 -0.719
H 5.546 -0.530 0.176
H 2.279 1.362 0.216
H 3.470 0.573 1.245
H 3.903 2.040 0.361
H 2.507 1.232 -2.330
H 4.142 1.878 -2.273
H 3.823 0.316 -3.041
H 4.736 -2.438 -0.835
H 2.907 -4.316 -0.718
C -2.251 0.179 4.141
N -1.769 1.089 3.137
C -2.466 1.175 1.925
O -3.426 0.437 1.713
C -2.040 2.134 0.988
C -0.947 2.977 1.249
O -0.603 3.865 0.470
N -0.248 2.784 2.449
C 0.928 3.578 2.688
C -0.647 1.865 3.415
O -0.040 1.750 4.465
H -1.605 0.232 5.017
H -3.267 0.458 4.416
H -2.249 -0.832 3.738
H -2.562 2.229 0.057
H 1.333 3.334 3.672
H 1.665 3.361 1.915
H 0.663 4.634 2.640
```

Energy above the lowest of the compared OMol25 structures with the same formula, charge and spin: 76.51 kcal per mole
LUMO: -0.0706 hartree
E_tot: -1413.1814 a.u.



Record 2
Here is one molecule with the formula C2H4ClNS from the OMol25 dataset. Energies are from wB97M-V/def2-TZVPD.

XYZ file:
```
9
C2H4ClNS wB97M-V/def2-TZVPD
C 0.237 -1.192 0.084
N 0.327 0.354 0.035
Cl 1.974 0.905 0.095
C -0.676 1.186 -0.077
S -2.280 0.804 -0.110
H -0.803 -1.331 0.168
H 0.655 -1.391 -1.005
H 1.066 -1.667 0.668
H -0.500 2.332 0.142
```

Energy above the lowest of the compared OMol25 structures with the same formula, charge and spin: 53.12 kcal per mole
Structure (SMILES): CN(Cl)C=S
LUMO: 0.0061 hartree
E_tot: -991.6555 a.u.



Record 3
Here is a 2-piece molecular cluster, C4H10O overall from the OMol25 dataset. Energies are from wB97M-V/def2-TZVPD.

XYZ file:
```
15
C4H10O wB97M-V/def2-TZVPD
C 4.219 -1.032 -2.101
C 3.005 -1.536 -2.264
O 2.037 -0.597 -2.609
H 5.027 -1.562 -1.637
H 4.268 0.027 -2.167
H 2.625 -2.536 -2.053
H 1.530 -0.826 -3.413
C -3.400 1.470 2.296
C -2.179 0.681 1.762
H -2.991 2.439 2.539
H -3.879 0.963 3.139
H -4.262 1.418 1.632
H -2.442 -0.375 1.453
H -1.922 0.972 0.749
H -1.635 0.495 2.674
```

Energy above the lowest of the compared OMol25 structures with the same formula, charge and spin: 52.05 kcal per mole
Structure (SMILES): C=CO.CC
LUMO: 0.0328 hartree
E_tot: -233.5620 a.u.



Record 4
Here is a 3-piece molecular cluster, C35H32BrFNO6PS overall from the OMol25 dataset. Energies are from wB97M-V/def2-TZVPD.

XYZ file:
```
78
C35H32BrFNO6PS wB97M-V/def2-TZVPD
C 8.480 -2.190 2.839
C 7.268 -2.732 2.036
P 6.066 -3.827 2.880
C 7.071 -4.871 4.007
C 6.751 -6.349 3.733
N 5.013 -2.837 3.894
C 3.876 -2.221 3.163
C 2.990 -3.280 2.526
C 2.212 -4.095 3.562
Br 1.736 -2.307 1.363
S 5.805 -1.717 4.808
O 6.130 -0.554 4.055
O 6.781 -2.358 5.613
F 4.639 -1.306 5.767
H 9.387 -2.709 2.527
H 8.387 -2.339 3.909
H 8.641 -1.139 2.614
H 7.651 -3.368 1.236
H 6.746 -1.917 1.540
H 6.922 -4.610 5.050
H 8.115 -4.694 3.744
H 5.784 -6.613 4.155
H 6.738 -6.531 2.660
H 7.522 -6.991 4.158
H 4.192 -1.466 2.444
H 3.262 -1.702 3.901
H 3.552 -3.915 1.856
H 2.227 -5.153 3.313
H 1.174 -3.779 3.606
H 2.645 -3.951 4.551
O -5.410 0.332 0.368
C -4.415 0.915 0.753
C -4.520 2.144 1.585
C -5.778 2.611 1.948
C -5.892 3.735 2.746
C -4.752 4.398 3.187
C -3.497 3.945 2.818
C -3.375 2.821 2.013
C -2.016 2.360 1.610
O -1.025 2.975 1.941
C -1.914 1.119 0.791
C -0.659 0.652 0.424
C -0.545 -0.511 -0.319
C -1.683 -1.214 -0.698
C -2.938 -0.748 -0.344
C -3.058 0.420 0.398
H -6.659 2.087 1.605
H -6.872 4.096 3.030
H -4.844 5.271 3.819
H -2.605 4.458 3.151
H 0.222 1.202 0.726
H 0.432 -0.870 -0.608
H -1.589 -2.127 -1.272
H -3.828 -1.285 -0.640
O -4.627 1.132 -7.503
C -4.238 1.799 -6.568
C -3.262 2.908 -6.771
C -2.817 3.189 -8.057
C -1.935 4.234 -8.269
C -1.494 5.005 -7.199
C -1.924 4.722 -5.914
C -2.806 3.671 -5.695
C -3.245 3.372 -4.302
O -2.808 4.002 -3.361
C -4.237 2.279 -4.102
C -4.688 2.003 -2.818
C -5.626 1.008 -2.609
C -6.120 0.281 -3.689
C -5.669 0.545 -4.971
C -4.723 1.541 -5.183
H -3.169 2.587 -8.883
H -1.591 4.453 -9.272
H -0.811 5.827 -7.369
H -1.582 5.312 -5.075
H -4.298 2.576 -1.985
H -5.971 0.801 -1.606
H -6.857 -0.494 -3.526
H -6.045 -0.018 -5.815
```

Structure (SMILES): CCP(CC)N(C[C@@H](C)Br)S(=O)(=O)F.O=C1c2ccccc2C(=O)c2ccccc21.O=C1c2ccccc2C(=O)c2ccccc21
LUMO: -0.0376 hartree
E_tot: -5272.5898 a.u.



Record 5
Here is a 3-piece molecular cluster, C16H30F3O10P3 overall from the OMol25 dataset. Energies are from wB97M-V/def2-TZVPD.

XYZ file:
```
62
C16H30F3O10P3 wB97M-V/def2-TZVPD
O 2.854 -5.975 -0.635
C 2.654 -4.877 -0.179
C 1.235 -4.490 0.411
P 0.731 -2.825 -0.420
C 0.397 -1.151 -1.341
O -0.807 -0.483 -0.872
C -0.557 0.448 0.078
F -1.733 0.635 0.777
F -0.202 1.682 -0.403
F 0.384 0.088 1.004
C 3.713 -3.728 -0.159
C 4.090 -3.155 1.127
C 5.089 -2.100 1.191
C 5.652 -1.632 -0.061
C 5.288 -2.184 -1.358
C 4.316 -3.263 -1.407
H 0.481 -5.299 0.237
H 1.379 -4.399 1.523
H 1.294 -3.346 -1.647
H 1.515 -2.129 0.549
H -0.656 -3.009 -0.138
H 1.322 -0.511 -1.269
H 0.269 -1.443 -2.423
H 3.600 -3.535 2.047
H 5.381 -1.699 2.184
H 6.393 -0.807 -0.019
H 5.751 -1.796 -2.287
H 4.039 -3.732 -2.373
C -4.157 1.123 -5.785
O -3.081 1.297 -4.859
P -1.838 2.329 -5.410
O -1.113 1.205 -6.124
O -1.240 2.542 -3.911
C -1.733 1.848 -2.770
O -0.844 3.587 -5.928
C 0.198 3.321 -6.848
H -4.900 0.469 -5.330
H -4.623 2.084 -6.008
H -3.794 0.663 -6.707
H -1.597 0.772 -2.882
H -2.784 2.086 -2.602
H -1.172 2.176 -1.902
H -0.197 2.925 -7.783
H 0.927 2.635 -6.415
H 0.699 4.267 -7.063
C 0.186 3.037 4.839
O -0.662 1.891 4.726
P -2.097 1.986 5.647
O -1.430 1.435 6.891
O -2.813 0.793 4.799
C -2.140 0.046 3.794
O -3.597 2.320 6.338
C -3.784 2.126 7.728
H 1.056 2.884 4.201
H -0.342 3.933 4.507
H 0.518 3.163 5.872
H -1.293 -0.497 4.218
H -1.813 0.696 2.989
H -2.840 -0.678 3.379
H -3.107 2.754 8.305
H -3.656 1.075 7.990
H -4.809 2.419 7.967
```

Structure (SMILES): O=C(C[PH3]COC(F)(F)F)c1ccccc1.COP(=O)(OC)OC.COP(=O)(OC)OC
LUMO: -0.0672 hartree
E_tot: -2703.4968 a.u.



Record 6
Here is C48H37F5IrN4O3P as an isolated structure from the OMol25 dataset. Energies are from wB97M-V/def2-TZVPD.

XYZ file:
```
99
C48H37F5IrN4O3P wB97M-V/def2-TZVPD
Ir 0.843 -0.313 0.611
C -1.295 -3.464 1.134
C -2.289 -2.427 1.580
C -3.646 -2.722 1.554
C -4.558 -1.893 2.190
C -4.099 -0.793 2.889
C -2.750 -0.441 2.900
C -2.312 0.713 3.756
C -1.854 -1.229 2.173
N -0.441 -0.971 2.132
C 0.222 -1.414 3.229
O -0.216 -1.592 4.354
C 1.583 -1.962 2.861
C 2.322 -2.824 3.640
C 3.253 -3.644 3.004
C 3.299 -3.687 1.620
C 2.521 -2.788 0.908
N 1.819 -1.869 1.551
C 2.157 -2.946 -0.543
O 2.634 -3.912 -1.133
N 1.231 -2.069 -0.984
C 0.994 -2.156 -2.384
C -0.325 -2.271 -2.849
C -1.458 -2.392 -1.880
C -0.584 -2.320 -4.212
C 0.447 -2.289 -5.134
C 1.748 -2.180 -4.677
C 2.048 -2.101 -3.320
C 3.501 -1.977 -2.948
H -1.801 -4.300 0.652
H -0.776 -3.858 2.014
H -0.542 -3.078 0.455
H -3.977 -3.639 1.080
H -5.614 -2.132 2.184
H -4.798 -0.178 3.445
H -1.489 0.404 4.403
H -3.141 1.038 4.384
H -1.991 1.567 3.170
H 2.109 -2.892 4.698
H 3.862 -4.323 3.587
H 3.862 -4.430 1.075
H -2.404 -2.114 -2.346
H -1.285 -1.769 -1.003
H -1.544 -3.416 -1.512
H -1.613 -2.405 -4.545
H 0.240 -2.346 -6.195
H 2.567 -2.150 -5.387
H 4.038 -1.430 -3.726
H 3.946 -2.968 -2.850
H 3.660 -1.471 -1.999
O 3.618 0.280 -0.415
N 2.282 0.365 -0.768
C 2.163 0.732 -1.986
C 0.933 0.910 -2.763
C 1.090 0.950 -4.145
C -0.006 1.103 -4.978
C -1.270 1.229 -4.432
C -1.436 1.232 -3.053
C -0.345 1.078 -2.211
P -0.402 1.365 -0.417
C 0.323 3.055 -0.509
C 1.577 3.380 -0.006
C 2.110 4.649 -0.197
C 1.400 5.607 -0.901
C 0.156 5.286 -1.431
C -0.371 4.020 -1.245
C -2.168 1.617 -0.055
C -3.065 0.589 -0.343
C -4.426 0.769 -0.155
C -4.906 1.968 0.347
C -4.019 2.987 0.660
C -2.658 2.817 0.456
H 3.625 0.048 0.527
H 3.098 0.898 -2.514
H 2.080 0.833 -4.569
H 0.132 1.113 -6.051
H -2.133 1.342 -5.076
H -2.422 1.375 -2.633
H 2.163 2.647 0.526
H 3.088 4.880 0.205
H 1.815 6.595 -1.046
H -0.402 6.020 -1.997
H -1.332 3.781 -1.682
H -2.712 -0.360 -0.714
H -5.104 -0.044 -0.379
H -5.968 2.106 0.503
H -4.383 3.922 1.065
H -1.982 3.623 0.704
F -0.466 2.329 2.125
C 0.702 1.979 2.684
C 1.457 0.950 2.130
C 2.681 0.798 2.772
F 3.587 -0.134 2.355
C 3.115 1.544 3.858
F 4.307 1.305 4.405
C 2.306 2.536 4.367
F 2.694 3.269 5.407
C 1.083 2.756 3.760
F 0.286 3.726 4.208
```

Energy above the lowest of the compared OMol25 structures with the same formula, charge and spin: 21.64 kcal per mole
LUMO: -0.0215 hartree
E_tot: -3241.1269 a.u.



Record 7
Here is one molecule with the formula C24H32N4O6 from the OMol25 dataset. Energies are from wB97M-V/def2-TZVPD.

XYZ file:
```
66
C24H32N4O6 wB97M-V/def2-TZVPD
C 5.084 0.322 2.016
C 4.758 1.659 1.355
C 4.049 2.581 2.346
C 3.956 1.503 0.054
C 2.607 0.795 0.192
N 2.754 -0.642 0.209
C 1.702 -1.436 -0.024
O 0.566 -0.994 -0.185
C 2.046 -2.864 -0.041
N 3.333 -3.257 0.202
C 3.337 -4.558 0.133
N 2.113 -5.045 -0.147
C 1.261 -3.986 -0.265
C -0.155 -4.267 -0.588
O -0.531 -5.425 -0.717
N -0.924 -3.185 -0.759
C -2.333 -3.293 -1.007
C -3.139 -2.652 0.112
O -2.713 -2.369 1.196
O -4.400 -2.448 -0.284
C -5.256 -1.793 0.658
C -4.936 -0.325 0.766
C -4.754 0.424 -0.390
C -4.453 1.771 -0.309
C -4.334 2.382 0.928
C -4.510 1.639 2.082
C -4.806 0.289 2.003
C 1.722 1.158 -1.016
O 1.930 0.738 -2.124
O 0.795 2.020 -0.647
C -0.231 2.473 -1.570
C -1.102 3.401 -0.725
C -1.039 1.275 -2.062
C 0.403 3.237 -2.732
H 5.599 -0.340 1.323
H 5.736 0.484 2.872
H 4.181 -0.168 2.369
H 5.704 2.137 1.073
H 3.789 3.526 1.876
H 3.140 2.123 2.726
H 4.699 2.789 3.193
H 3.772 2.501 -0.351
H 4.549 0.958 -0.684
H 2.074 1.126 1.090
H 3.666 -1.072 0.255
H 4.204 -5.171 0.278
H 1.805 -6.000 -0.263
H -0.529 -2.259 -0.544
H -2.605 -2.817 -1.955
H -2.585 -4.359 -1.062
H -5.156 -2.277 1.635
H -6.266 -1.948 0.269
H -4.845 -0.058 -1.353
H -4.313 2.345 -1.213
H -4.101 3.435 0.991
H -4.410 2.110 3.049
H -4.931 -0.291 2.904
H -1.541 2.844 0.099
H -0.501 4.210 -0.318
H -1.897 3.822 -1.333
H -1.887 1.618 -2.649
H -1.397 0.701 -1.211
H -0.418 0.629 -2.676
H 1.003 4.064 -2.356
H 1.040 2.577 -3.314
H -0.376 3.633 -3.377
```

Energy above the lowest of the compared OMol25 structures with the same formula, charge and spin: 8.92 kcal per mole
Structure (SMILES): CC(C)C[C@H](NC(=O)c1nc[nH]c1C(=O)NCC(=O)OCc1ccccc1)C(=O)OC(C)(C)C
LUMO: 0.0261 hartree
E_tot: -1604.3263 a.u.



Record 8
Here is one molecule with the formula C7H9N from the OMol25 dataset. Energies are from wB97M-V/def2-TZVPD.

XYZ file:
```
17
C7H9N wB97M-V/def2-TZVPD
C -0.151 0.560 2.670
N -1.026 0.117 1.580
C -0.349 -0.151 0.374
C 0.596 -1.129 0.138
C 1.017 -1.135 -1.202
C 0.184 -0.170 -2.013
C 0.342 1.227 -1.759
C -0.655 0.614 -0.858
H 0.589 -0.195 2.934
H 0.442 1.392 2.273
H -0.713 0.927 3.523
H -1.671 -0.611 1.849
H 0.985 -1.690 0.978
H 2.064 -1.222 -1.482
H -0.247 -0.569 -2.930
H 1.237 1.673 -1.328
H -1.712 0.850 -0.965
```

Energy above the lowest of the compared OMol25 structures with the same formula, charge and spin: 153.79 kcal per mole
LUMO: -0.0466 hartree
E_tot: -326.6459 a.u.



Computed gap between HOMO and LUMO, in the same sequence as the records: 3.98, 8.72, 10.36, 7.96, 7.01, 7.18, 9.91, 5.39 eV.